Record 1
The following is a DFT calculation (ωB97M-V/def2-TZVPD) of a structure of composition C42H50Br2N10O7PSc at a distorted geometry.

The energy above the lowest of the compared OMol25 structures with the same formula, charge and spin comes out at 3.835 eV. Its LUMO energy is -0.65 eV. The total energy comes out at -8954.95513 Eh. For the frontier orbital gap, the calculation gives 6.469 eV. Its largest force on an atom is 3.81 eV/Å.

ORCA input file:
```
! RIJCOSX wB97M-V def2-TZVPD def2/J DEFGRID3
* xyz 0 1
Sc -0.074 -1.817 0.455
O -2.720 5.743 1.047
C -1.908 4.761 1.504
C -2.269 3.422 1.439
C -1.420 2.502 1.953
N -0.257 2.762 2.471
C 0.062 4.028 2.550
Br 1.670 4.486 3.401
C -0.689 5.114 2.123
H -3.471 5.394 0.581
H -3.227 3.167 0.936
H -1.571 1.375 1.940
H -0.410 6.086 2.346
Br -0.283 1.391 8.531
C -0.835 0.721 6.824
C -0.114 0.923 5.657
C -0.503 0.228 4.539
C -1.546 -0.652 4.576
C -2.306 -0.860 5.688
C -1.931 -0.164 6.837
N -1.989 -1.143 3.297
C -2.484 -2.322 3.218
C -3.032 -2.797 1.903
C -4.063 -3.780 1.875
C -4.409 -4.341 0.655
C -3.907 -3.714 -0.466
C -2.894 -2.784 -0.418
N -2.435 -2.357 0.768
H 0.691 1.632 5.615
H -0.053 0.478 3.558
H -3.189 -1.473 5.699
H -2.376 -0.334 7.834
H -2.449 -2.941 4.152
H -4.182 -4.178 2.874
H -5.255 -5.101 0.636
H -4.229 -4.047 -1.454
H -2.247 -2.287 -1.202
O 3.074 -6.391 -2.418
C 2.516 -5.390 -2.051
C 3.118 -4.279 -1.139
O 4.239 -3.907 -0.980
C 1.923 -3.509 -0.642
C 0.797 -3.973 -1.231
O -0.307 -3.277 -1.036
C 1.040 -5.109 -2.167
O 0.220 -5.745 -2.752
O 1.945 -2.605 0.247
N 0.044 0.055 -0.447
P 0.285 0.663 -1.860
N -1.133 1.257 -2.531
C -1.180 1.936 -3.756
C -2.241 3.115 -3.657
C -3.368 2.783 -2.724
C -3.620 1.293 -2.715
C -2.477 0.684 -2.026
N 0.993 -0.150 -3.103
C 2.266 -0.840 -2.793
C 3.012 -1.349 -4.080
C 2.120 -2.289 -4.848
C 0.711 -1.792 -4.978
C 0.075 -1.169 -3.665
N 1.400 1.978 -1.789
C 1.144 2.832 -0.608
C 2.420 3.633 -0.337
C 2.682 4.590 -1.449
C 2.168 4.037 -2.836
C 2.240 2.533 -2.851
H -1.308 1.266 -4.629
H -0.160 2.373 -3.924
H -2.614 3.283 -4.714
H -1.660 3.991 -3.331
H -4.230 3.428 -3.011
H -3.005 3.083 -1.731
H -3.761 0.984 -3.769
H -4.538 1.119 -2.199
H -2.499 -0.345 -2.219
H -2.401 0.762 -0.916
H 2.111 -1.637 -2.096
H 2.959 -0.080 -2.391
H 3.958 -1.776 -3.791
H 3.181 -0.432 -4.718
H 2.098 -3.172 -4.243
H 2.483 -2.591 -5.822
H 0.062 -2.523 -5.511
H 0.763 -0.893 -5.659
H -0.218 -1.883 -2.880
H -0.893 -0.673 -3.921
H 0.889 2.136 0.187
H 0.371 3.562 -0.775
H 3.212 2.919 -0.139
H 2.364 4.172 0.565
H 3.711 4.952 -1.564
H 2.125 5.501 -1.275
H 2.911 4.321 -3.688
H 1.149 4.275 -3.140
H 3.264 2.159 -2.700
H 1.906 2.210 -3.847
C 1.550 -3.739 4.553
N 1.873 -2.469 3.864
C 3.015 -1.751 4.047
C 3.308 -0.713 3.231
C 2.251 -0.368 2.270
N 1.107 -1.064 2.213
C 0.982 -2.165 2.861
O 0.097 -2.958 2.463
N 2.378 0.638 1.403
H 2.196 -3.862 5.432
H 1.662 -4.573 3.865
H 0.557 -3.670 4.869
H 3.761 -2.175 4.799
H 4.200 -0.147 3.346
H 3.291 1.103 1.290
H 1.737 0.688 0.626
*
```



Record 2
The following is a DFT calculation (ωB97M-V/def2-TZVPD) of a structure of composition C42H50BrClIrN3O2SSb.

The energy above the lowest of the compared OMol25 structures with the same formula, charge and spin comes out at 0.000 eV. Its expectation value of S² is 0.783. Its LUMO energy (alpha / beta) is -5.21 / -7.27 eV. The total energy comes out at -5721.64408 Eh. For the frontier orbital gap (alpha / beta), the calculation gives 7.756 / 5.718 eV. Its largest force on an atom is 0.75 eV/Å.

ORCA input file:
```
! RIJCOSX wB97M-V def2-TZVPD def2/J DEFGRID3
* xyz 2 2
Ir -0.045 -0.128 -0.101
S 1.848 1.031 3.725
C 0.184 0.827 4.057
C -0.542 0.418 2.973
C 0.274 0.256 1.818
C 1.599 0.562 2.092
C 2.565 0.416 1.020
C 3.942 0.618 1.088
C 4.702 0.498 -0.057
C 4.084 0.187 -1.264
C 2.724 -0.029 -1.274
N 1.986 0.061 -0.161
H -0.187 1.033 5.049
H -1.608 0.260 3.018
H 4.394 0.881 2.034
H 5.771 0.655 -0.018
H 4.645 0.108 -2.184
H 2.190 -0.273 -2.180
C -0.315 -0.448 -3.647
O -0.100 0.369 -2.488
C -0.013 1.733 -2.719
C -0.016 2.304 -3.978
C 0.075 3.688 -4.099
Br 0.084 4.450 -5.820
C 0.156 4.500 -2.986
C 0.153 3.936 -1.712
C 0.079 2.540 -1.578
O 0.093 1.969 -0.344
C 0.219 4.737 -0.491
N 0.222 4.172 0.703
C 0.282 5.192 1.635
C 0.313 5.153 3.028
C 0.374 6.362 3.686
C 0.405 7.581 2.985
C 0.376 7.631 1.607
C 0.315 6.409 0.948
N 0.273 6.083 -0.401
H -1.245 -0.164 -4.141
H -0.381 -1.467 -3.292
H 0.524 -0.353 -4.338
H -0.086 1.709 -4.876
H 0.221 5.571 -3.117
H 0.119 2.802 0.428
H 0.290 4.213 3.561
H 0.399 6.380 4.766
H 0.453 8.505 3.544
H 0.401 8.571 1.074
H 0.281 6.734 -1.168
C 2.945 -3.429 -0.454
C 1.589 -3.834 -1.023
C 1.476 -3.381 -2.475
C 1.485 -5.355 -0.972
Sb -0.013 -2.835 0.153
C 0.276 -3.484 2.266
C 1.544 -2.831 2.811
C 0.406 -4.998 2.389
C -0.911 -3.025 3.107
C -1.970 -3.625 -0.537
C -2.974 -3.378 0.579
C -2.395 -2.883 -1.797
C -1.938 -5.115 -0.851
H 3.723 -3.762 -1.148
H 3.144 -3.917 0.498
H 3.058 -2.352 -0.323
H 2.233 -3.905 -3.066
H 1.667 -2.310 -2.581
H 0.506 -3.619 -2.914
H 2.345 -5.754 -1.520
H 0.597 -5.739 -1.457
H 1.533 -5.759 0.035
H 2.445 -3.152 2.297
H 1.650 -3.126 3.859
H 1.488 -1.742 2.786
H 1.369 -5.357 2.028
H -0.390 -5.546 1.885
H 0.352 -5.258 3.450
H -1.184 -1.988 2.922
H -0.626 -3.101 4.161
H -1.786 -3.653 2.969
H -2.908 -2.366 0.979
H -2.851 -4.087 1.395
H -3.983 -3.516 0.180
H -2.402 -1.799 -1.667
H -3.414 -3.190 -2.054
H -1.767 -3.146 -2.649
H -1.568 -5.718 -0.022
H -1.351 -5.335 -1.738
H -2.961 -5.443 -1.060
Cl -7.925 -1.424 -0.467
C -6.315 -0.860 -0.384
C -5.698 -0.368 -1.541
C -4.411 0.098 -1.467
C -3.690 0.080 -0.242
C -2.401 0.628 -0.171
C -4.352 -0.425 0.908
C -5.640 -0.886 0.842
H -6.247 -0.354 -2.471
H -3.928 0.487 -2.355
H -2.014 0.828 0.825
H -2.092 1.278 -0.975
H -3.834 -0.423 1.860
H -6.147 -1.262 1.719
*
```



Record 3
The following is a DFT calculation (ωB97M-V/def2-TZVPD) of a structure of composition C42H50BrN6O2RuS2Si at a distorted geometry.

The energy above the lowest of the compared OMol25 structures with the same formula, charge and spin comes out at 3.104 eV. Its expectation value of S² is 0.866. Its LUMO energy (alpha / beta) is -1.60 / -1.38 eV. The total energy comes out at -5864.23799 Eh. For the frontier orbital gap (alpha / beta), the calculation gives 5.568 / 5.774 eV. Its largest force on an atom is 3.85 eV/Å.

ORCA input file:
```
! RIJCOSX wB97M-V def2-TZVPD def2/J DEFGRID3
* xyz 0 2
Ru -0.480 -0.101 0.313
C -2.167 -3.264 -0.864
O -1.031 -2.428 -0.835
C 0.181 -2.955 -1.224
C 0.381 -4.279 -1.569
C 1.636 -4.734 -1.954
C 2.688 -3.840 -2.068
C 2.506 -2.517 -1.732
C 1.275 -2.046 -1.234
N 1.150 -0.776 -0.743
N 2.206 -0.030 -0.787
C 2.394 1.266 -0.699
C 1.343 2.239 -0.438
O 0.143 1.894 -0.181
C 1.697 3.608 -0.414
C 2.968 4.043 -0.663
C 4.022 3.127 -0.876
C 5.341 3.559 -1.106
C 6.365 2.660 -1.253
C 6.103 1.291 -1.162
C 4.818 0.844 -0.980
C 3.748 1.737 -0.842
H -2.076 -4.096 -0.158
H -2.353 -3.656 -1.868
H -3.009 -2.641 -0.564
H -0.438 -4.979 -1.539
H 1.782 -5.780 -2.170
H 3.654 -4.176 -2.415
H 3.311 -1.806 -1.812
H 0.892 4.306 -0.228
H 3.180 5.102 -0.673
H 5.528 4.623 -1.166
H 7.374 3.007 -1.426
H 6.914 0.585 -1.246
H 4.606 -0.210 -0.913
S -1.604 0.202 -2.067
C -3.215 -0.086 -1.548
C -4.155 -0.516 -2.490
C -5.432 -0.898 -2.118
C -6.314 -1.435 -3.081
N -7.006 -1.891 -3.873
C -5.822 -0.786 -0.761
C -4.935 -0.259 0.164
C -3.632 0.075 -0.199
S -2.585 0.685 1.030
C -7.078 -1.256 -0.336
N -8.081 -1.663 0.043
H -3.850 -0.592 -3.522
H -5.237 -0.138 1.194
C 4.869 0.836 3.829
C 3.933 2.021 4.085
C 3.970 2.876 2.813
C 4.499 2.849 5.243
Si 2.129 1.384 4.483
Br 1.502 0.465 2.443
C 0.808 2.770 4.854
C -0.614 2.287 4.544
C 0.873 3.217 6.318
C 1.045 4.006 3.979
C 2.046 -0.194 5.643
C 0.614 -0.475 6.107
C 2.922 -0.007 6.884
C 2.505 -1.457 4.904
H 5.847 1.205 3.523
H 4.484 0.214 3.025
H 5.009 0.229 4.719
H 5.006 3.107 2.566
H 3.443 3.816 2.928
H 3.547 2.343 1.967
H 5.515 3.164 5.010
H 4.530 2.276 6.166
H 3.907 3.744 5.415
H -0.906 1.444 5.160
H -0.715 2.007 3.496
H -1.316 3.098 4.735
H 0.641 2.403 6.999
H 0.148 4.012 6.492
H 1.858 3.602 6.569
H 1.084 3.742 2.925
H 1.961 4.521 4.255
H 0.221 4.706 4.117
H 0.235 0.310 6.755
H 0.595 -1.407 6.672
H -0.050 -0.591 5.254
H 2.645 0.889 7.433
H 3.972 0.060 6.617
H 2.805 -0.859 7.552
H 1.797 -1.719 4.123
H 2.550 -2.288 5.606
H 3.482 -1.342 4.450
C 0.128 -5.430 2.311
C -0.471 -4.079 2.410
C -1.509 -3.605 3.180
C -1.611 -2.235 2.888
N -0.713 -1.902 1.967
N -0.016 -3.022 1.708
C -2.518 -1.281 3.573
H -0.133 -6.012 3.191
H 1.211 -5.367 2.230
H -0.244 -5.954 1.433
H -2.132 -4.155 3.853
H 0.754 -3.004 1.052
H -2.504 -1.483 4.642
H -3.542 -1.393 3.220
H -2.195 -0.260 3.395
*
```